The following is a quantum chemistry calculation of a molecular structure, C22H39Cl2N4O3RhS, from the Open Molecules 2025 dataset.

XYZ file:
```
72
Properties=species:S:1:pos:R:3:mulliken_spin:R:1
O 1.236 0.972 -0.932 0.34
C 1.305 1.490 -2.207 -0.02
C 1.388 3.037 -2.166 0.03
C 1.080 3.752 -1.009 0.01
H 0.820 3.206 -0.102 0.00
C 1.043 5.149 -1.039 -0.01
H 0.756 5.686 -0.138 0.00
C 1.373 5.839 -2.208 0.00
H 1.361 6.930 -2.228 0.00
C 1.732 5.126 -3.357 0.00
H 1.998 5.650 -4.275 0.00
C 1.740 3.730 -3.332 0.00
H 1.995 3.156 -4.228 0.00
H 2.233 1.194 -2.746 0.01
C 0.384 -0.464 -3.572 -0.02
C 0.218 0.944 -3.116 0.02
H -0.252 -0.677 -4.433 0.00
H 0.083 -1.155 -2.783 0.00
H 1.429 -0.672 -3.814 0.00
C -0.868 1.702 -3.343 -0.01
C -2.137 1.239 -3.985 0.01
H -0.908 2.718 -2.943 0.00
H -2.349 1.851 -4.879 0.00
H -2.980 1.376 -3.283 0.00
H -2.125 0.177 -4.285 0.00
Rh -0.299 -0.169 -0.004 2.67
Cl -1.383 1.888 0.553 0.26
Cl -2.123 -0.586 -1.593 0.26
C -2.607 -1.211 1.288 -0.01
O -1.416 -1.590 1.052 0.10
N -3.380 -1.925 2.093 0.00
C -2.877 -3.195 2.621 0.00
C -4.763 -1.518 2.335 0.00
H -3.034 -0.330 0.793 0.00
H -1.818 -3.291 2.361 0.00
H -3.436 -4.037 2.195 0.00
H -3.000 -3.213 3.710 0.00
H -4.853 -0.494 1.934 0.00
H -4.968 -1.521 3.420 0.00
H -5.461 -2.186 1.797 0.00
H 1.873 -4.985 -0.908 0.00
H 4.352 -4.114 -0.566 0.00
C 1.841 -4.179 -1.654 0.00
C 4.114 -3.252 -1.209 0.00
N 2.672 -3.056 -1.227 0.00
H 0.805 -3.871 -1.831 0.00
C 2.110 -1.948 -0.737 0.01
O 0.852 -1.900 -0.641 0.05
H 4.578 -2.333 -0.823 0.00
H 2.810 -1.131 -0.459 0.00
H 2.273 -4.589 -2.572 0.00
H 4.454 -3.458 -2.234 0.00
C 2.477 -0.602 3.795 -0.01
N 1.227 -0.370 4.507 0.03
C 1.394 0.215 5.860 0.00
C 0.191 0.064 3.700 0.02
S 0.587 0.663 2.128 0.22
N -1.016 0.166 4.281 0.02
C -1.389 -0.633 5.432 0.00
C -2.062 1.078 3.827 0.01
H 3.319 -0.613 4.484 0.00
H 2.612 0.210 3.065 0.00
H 2.422 -1.550 3.252 0.00
H 1.032 1.247 5.914 0.00
H 0.912 -0.382 6.641 0.00
H 2.461 0.213 6.082 0.00
H -1.490 0.021 6.310 0.00
H -2.382 -1.071 5.235 0.00
H -0.681 -1.429 5.644 0.00
H -1.690 2.100 3.762 0.00
H -2.473 0.788 2.861 -0.01
H -2.846 1.036 4.583 0.00
```

As for the spin multiplicity: 5. For the highest occupied orbital energy (spin up / spin down), the calculation gives -6.96 / -7.18 eV. The gap between HOMO and LUMO (spin up / spin down) is 7.19 / 6.18 eV. Its total energy is -2735.42518 Eh. Its expectation value of S² is 6.017.